(1)
Molecular formula: C27H22BiN4OS
Method: DFT, ωB97M-V/def2-TZVPD

## Properties
Energy relative to the best compared isomer or geometry (same formula, charge and spin) in eV: 0.000
Molecular weight in g/mol: 659.55
Orbital gap in eV: 7.62
HOMO energy in eV: -11.0
Calculated total energy in eV: -53034.2196
Total charge: +1
Largest force on an atom in eV/A: 0.086

CARTESIAN COORDINATES (ANGSTROEM)
Bi: -0.32 -0.04 0.48
C: -0.49 4.52 1.55
C: -0.80 3.09 1.28
N: 0.08 2.22 0.93
N: 1.38 2.63 0.81
C: 2.19 1.62 0.56
O: 1.81 0.39 0.43
C: 3.63 1.90 0.43
C: 4.50 0.86 0.08
C: 5.85 1.10 -0.04
C: 6.36 2.38 0.20
C: 5.50 3.41 0.55
C: 4.14 3.18 0.67
C: -2.19 2.59 1.46
C: -3.21 3.43 1.89
C: -4.48 2.91 2.07
C: -4.71 1.57 1.81
C: -3.64 0.80 1.37
N: -2.42 1.30 1.21
H: 0.54 4.73 1.31
H: -0.67 4.75 2.60
H: -1.14 5.16 0.95
H: 4.09 -0.12 -0.11
H: 6.52 0.30 -0.32
H: 7.42 2.56 0.11
H: 5.89 4.40 0.74
H: 3.46 3.97 0.94
H: -3.01 4.48 2.10
H: -5.29 3.55 2.41
H: -5.68 1.13 1.93
H: -3.77 -0.25 1.16
C: -2.70 -3.43 4.38
C: -2.73 -3.22 2.99
C: -1.94 -2.26 2.42
C: -1.09 -1.44 3.21
C: -0.26 -0.42 2.66
C: 0.56 0.31 3.47
C: 0.60 0.08 4.87
C: -0.19 -0.89 5.42
C: -1.06 -1.67 4.61
C: -1.88 -2.68 5.17
H: -3.32 -4.20 4.82
H: -3.37 -3.83 2.36
H: -1.97 -2.13 1.34
H: 1.20 1.09 3.06
H: 1.26 0.67 5.49
H: -0.17 -1.07 6.48
H: -1.85 -2.84 6.24
S: 2.28 -4.24 1.42
C: 1.08 -4.66 0.28
C: 0.42 -3.54 -0.12
N: 0.85 -2.38 0.47
C: 1.82 -2.61 1.31
H: 0.93 -5.67 -0.05
H: -0.38 -3.51 -0.84
H: 2.31 -1.83 1.88

(2)
Molecular formula: C4H9NO
Method: DFT, ωB97M-V/def2-TZVPD

## Properties
Energy relative to the best compared isomer or geometry (same formula, charge and spin) in eV: 0.656
Molecular weight in g/mol: 87.12
Orbital gap in eV: 10.58
HOMO energy in eV: -9.7
SMILES: CCC(=O)NC
Calculated total energy in eV: -7831.6642
Largest force on an atom in eV/A: 2.114

CARTESIAN COORDINATES (ANGSTROEM)
C: 0.43 0.24 -2.43
C: -0.62 0.10 -1.30
C: -0.01 -0.23 0.06
O: 0.96 -0.96 0.16
N: -0.50 0.54 1.07
C: -0.17 0.32 2.49
H: 0.90 1.20 -2.18
H: -0.01 0.34 -3.41
H: 1.21 -0.50 -2.44
H: -1.21 1.01 -1.24
H: -1.32 -0.69 -1.60
H: -1.48 0.74 1.02
H: -0.99 0.71 3.10
H: -0.11 -0.72 2.79
H: 0.73 0.89 2.68

(3)
Molecular formula: C25H43Cl2CuN6O4Si
Method: DFT, ωB97M-V/def2-TZVPD

## Properties
Molecular weight in g/mol: 654.19
Orbital gap (alpha / beta) in eV: 6.51 / 3.57
HOMO energy (alpha / beta) in eV: -4.2 / -4.2
2S+1: 2
Calculated total energy in eV: -121316.5133
Total charge: -1
<S²>: 0.75
Largest force on an atom in eV/A: 2.931

CARTESIAN COORDINATES (ANGSTROEM)
C: -4.22 0.73 0.98
C: -4.08 1.86 0.00
H: -4.15 1.12 2.01
H: -3.45 -0.03 0.81
H: -5.23 0.30 0.89
C: -4.93 2.90 0.03
C: -6.00 3.04 1.06
H: -4.91 3.64 -0.77
H: -5.57 2.98 2.07
H: -6.76 2.25 0.98
H: -6.47 4.02 0.93
Cu: -1.49 -1.70 -1.97
Cl: -2.81 -0.89 -3.40
C: 1.33 -1.70 -3.01
O: 0.83 -1.35 -1.91
N: 2.50 -1.25 -3.52
C: 3.52 -0.54 -2.75
C: 2.61 -1.26 -4.96
H: 0.84 -2.43 -3.69
H: 3.80 -1.09 -1.84
H: 3.20 0.48 -2.48
H: 4.40 -0.46 -3.41
H: 2.29 -2.25 -5.30
H: 3.65 -1.07 -5.25
H: 1.96 -0.51 -5.43
H: 4.04 -2.99 0.41
H: 3.93 -5.98 1.70
C: 4.27 -2.97 1.49
C: 4.14 -5.24 2.50
N: 3.50 -3.97 2.21
H: 4.05 -1.97 1.89
C: 2.16 -3.84 2.28
O: 1.52 -2.87 1.87
H: 3.73 -5.62 3.45
H: 1.68 -4.72 2.75
H: 5.33 -3.21 1.64
H: 5.23 -5.10 2.59
H: -0.09 -2.55 4.75
H: -0.09 0.26 3.81
C: 0.43 -1.96 5.52
C: 0.60 0.35 4.68
N: 1.24 -0.92 4.93
H: 1.08 -2.63 6.11
C: 2.44 -1.20 4.36
O: 3.04 -0.47 3.57
H: 1.36 1.10 4.45
H: 2.84 -2.18 4.71
H: -0.32 -1.52 6.19
H: 0.01 0.62 5.56
O: -1.84 1.12 -0.76
C: -3.08 1.69 -1.12
C: -2.73 4.23 -1.52
C: -2.90 2.92 -2.00
H: -2.75 4.41 -0.44
C: -2.55 5.27 -2.45
H: -3.52 0.92 -1.79
C: -2.87 2.65 -3.36
H: -2.44 6.29 -2.09
C: -2.53 5.00 -3.82
C: -2.71 3.69 -4.26
H: -2.95 1.59 -3.66
H: -2.42 5.80 -4.54
H: -2.76 3.47 -5.33
Si: -0.23 1.66 -0.07
Cl: -0.69 0.67 1.73
C: -0.21 3.43 0.64
C: 0.31 1.56 -1.94
C: 1.72 1.21 0.23
H: -0.55 4.21 -0.05
H: 0.84 3.66 0.90
H: -0.79 3.52 1.58
H: 2.01 1.34 1.29
H: 2.43 1.81 -0.37
H: 1.88 0.15 -0.04
H: 0.08 2.52 -2.43
H: -0.28 0.78 -2.43
H: 1.36 1.34 -2.14
N: -0.98 -3.22 -1.08
C: -0.25 -4.14 -0.98
N: 0.41 -5.23 -0.97
C: 1.50 -5.54 -0.35
N: 2.48 -5.97 0.14

(4)
Molecular formula: C3H6BNO2
Method: DFT, ωB97M-V/def2-TZVPD

## Properties
Energy relative to the best compared isomer or geometry (same formula, charge and spin) in eV: 3.549
Molecular weight in g/mol: 98.90
Orbital gap in eV: 9.07
HOMO energy in eV: -9.3
SMILES: CB1NCOC1=O
Calculated total energy in eV: -9468.3612
Largest force on an atom in eV/A: 6.897

CARTESIAN COORDINATES (ANGSTROEM)
C: -0.70 0.11 1.76
B: -0.14 -0.45 0.46
N: 0.63 0.29 -1.00
C: 0.57 -0.76 -1.96
O: 0.24 -1.97 -1.43
C: -0.22 -1.98 -0.06
O: -0.29 -3.01 0.47
H: -0.38 -0.45 2.59
H: -1.89 -0.04 1.90
H: -0.45 1.10 1.89
H: 0.52 1.22 -1.32
H: -0.05 -0.50 -2.74
H: 1.48 -1.02 -2.53

(5)
Molecular formula: C4H9N2O
Method: DFT, ωB97M-V/def2-TZVPD

## Properties
Energy relative to the best compared isomer or geometry (same formula, charge and spin) in eV: 3.507
Molecular weight in g/mol: 101.13
Orbital gap (alpha / beta) in eV: 7.73 / 7.73
HOMO energy (alpha / beta) in eV: -12.8 / -12.8
Calculated total energy in eV: -9312.5083
Total charge: +1
Largest force on an atom in eV/A: 2.713

CARTESIAN COORDINATES (ANGSTROEM)
C: 0.93 0.69 0.15
C: -1.10 -0.26 -0.51
C: -0.59 0.16 -1.85
C: -0.18 -0.92 1.69
N: -0.03 -0.17 0.46
N: 2.02 0.89 0.83
O: -1.25 1.06 -2.51
H: -1.95 0.37 -0.23
H: -1.45 -1.30 -0.58
H: 0.26 -0.36 -2.28
H: -1.12 -0.67 2.18
H: -0.16 -1.99 1.48
H: 0.63 -0.69 2.38
H: 2.65 1.62 0.54
H: 2.30 0.35 1.65
H: -0.94 1.24 -3.41

(6)
Molecular formula: C6H5O2P
Method: DFT, ωB97M-V/def2-TZVPD

## Properties
Molecular weight in g/mol: 140.08
Orbital gap (alpha / beta) in eV: 7.96 / 6.15
HOMO energy (alpha / beta) in eV: -7.8 / -8.8
2S+1: 3
Calculated total energy in eV: -19681.2779
<S²>: 2.01
Largest force on an atom in eV/A: 3.963

CARTESIAN COORDINATES (ANGSTROEM)
C: -0.65 1.12 -1.81
C: 0.74 0.87 -1.96
C: -1.06 0.59 -0.67
C: 1.18 0.07 -0.99
C: 0.49 -0.01 1.25
C: 0.10 -0.05 0.00
O: 1.16 -0.06 2.17
O: 0.34 -3.44 4.57
P: -0.41 -2.23 4.22
H: -1.33 1.85 -2.29
H: 1.26 1.15 -2.94
H: -2.11 0.65 -0.42
H: 2.18 -0.26 -0.85
H: 0.30 -1.43 5.16